Record 1
# C5H11NO2

2 unconnected molecules or ions with the total composition C5H11NO2 (the ωB97M-V functional and the def2-TZVPD basis, the OMol25 dataset).

Each atom is followed by the atoms it is bonded to, with distances in Å.
Geometry (Å):
1 C 2.91082 -0.22697 -0.77939  C2 1.320, H8 1.084, H9 1.084
2 C 1.65776 -0.25500 -1.19418  C1 1.320, C3 1.522, H10 1.093
3 C 0.71298 -1.40178 -0.86258  C2 1.522, C4 1.536, H11 1.090, H12 1.093
4 C -0.39436 -0.96480 0.10830  C3 1.536, C5 1.513, H13 1.090, H14 1.087
5 C -1.13871 0.30138 -0.25320  C4 1.513, N6 1.354, O7 1.220
6 N -1.65990 0.31797 -1.50301  C5 1.354, H15 1.004, H16 1.007
7 O -1.35253 1.21591 0.52469  C5 1.220
8 H 3.61467 0.56587 -1.00353  C1 1.084
9 H 3.31625 -1.02537 -0.16818  C1 1.084
10 H 1.18964 0.54746 -1.76985  C2 1.093
11 H 0.27393 -1.77333 -1.78809  C3 1.090
12 H 1.29092 -2.18814 -0.36998  C3 1.093
13 H -1.18105 -1.71662 0.17656  C4 1.090
14 H 0.00731 -0.86139 1.11293  C4 1.087
15 H -1.32158 -0.32074 -2.19988  N6 1.004
16 H -2.10646 1.17030 -1.79874  N6 1.007
17 O -0.45793 0.74645 3.21322  H18 0.959, H19 0.968
18 H -0.94939 1.47782 3.59228  O17 0.959
19 H -0.62051 0.82553 2.26207  O17 0.968

Computed properties:
- Kohn-Sham gap: 10.85 eV
- SMILES: C=CCCC(N)=O.O
- Energy relative to the best compared isomer or geometry (same formula, charge and spin): 16.2 kcal per mole
- Lowest unoccupied orbital energy: 0.0279 Ha
- Max |F|: 0.8 eV Å⁻¹
- HOMO energy: -10.10 eV
- E_tot: -402.3524 Eh

Record 2
# C5H11NO2

2 unconnected molecules or ions with the total composition C5H11NO2 in a non-equilibrium geometry (the ωB97M-V functional and the def2-TZVPD basis, the OMol25 dataset).

Each atom is followed by the atoms it is bonded to, with distances in Å.
Geometry (Å):
1 O 2.02125 1.24245 0.28335  C2 1.247
2 C 2.07198 0.00423 0.42005  O1 1.247, C4 1.404, C5 1.541
3 O -1.61915 -0.12422 1.62219  H9 0.942
4 C 3.26991 -0.72805 0.42130  C2 1.404, H10 1.103, H11 1.065
5 C 0.70722 -0.71080 0.40340  C2 1.541, C6 1.571, H12 1.080, H13 1.072
6 C -0.11570 0.17408 -0.59990  C5 1.571, N8 1.496, H14 1.049, H15 1.096
7 C -2.32705 0.86737 -1.20498  N8 1.499, H16 1.112, H17 1.114, H18 1.107
8 N -1.47579 -0.34011 -0.95285  C6 1.496, C7 1.499, H19 1.007
9 H -2.15705 -0.29486 2.37692  O3 0.942
10 H 3.22240 -1.82960 0.37700  C4 1.103
11 H 4.23786 -0.29554 0.32271  C4 1.065
12 H 0.37831 -0.49974 1.41057  C5 1.080
13 H 0.79115 -1.77352 0.28611  C5 1.072
14 H 0.58259 0.38451 -1.35418  C6 1.049
15 H -0.29503 1.00620 0.09003  C6 1.096
16 H -3.14616 0.57645 -1.89791  C7 1.112
17 H -1.63438 1.60732 -1.66709  C7 1.114
18 H -2.75216 1.35752 -0.30752  C7 1.107
19 H -1.76020 -0.62368 -0.02920  N8 1.007

Computed properties:
- Kohn-Sham gap: 3.74 eV
- Energy relative to the best compared isomer or geometry (same formula, charge and spin): 206.7 kcal per mole
- Lowest unoccupied orbital energy: -0.1685 Ha
- Max |F|: 4.2 eV Å⁻¹
- HOMO energy: -8.33 eV
- E_tot: -402.0487 Eh